Density functional theory data (ωB97M-V with the def2-TZVPD basis set) for the molecule C5H9N3O3Si at a distorted geometry.

Results
LUMO energy (spin up / spin down)   -0.680 / -0.584 eV
HOMO (spin up / spin down)   -9.29 / -9.51 eV
Gap between HOMO and LUMO (spin up / spin down)   8.61 / 8.92 eV

Geometry as XYZ:
```
21
Properties=species:S:1:pos:R:3:forces:R:3:lowdin_charge:R:1
C -1.201583 1.298332 4.130645 0.698 1.370 -2.162 -0.077
C -0.748869 1.085214 2.861490 0.998 -0.782 0.834 -0.219
C 0.332615 1.078120 -2.074710 1.918 -1.183 0.615 -0.216
C 2.690349 -1.253477 -3.260752 1.177 2.493 0.115 -0.018
C -0.830509 -1.456061 0.810335 0.185 -0.257 1.090 -0.293
N -0.004168 0.242100 -0.975306 0.470 2.164 2.408 0.018
N 1.693253 -0.692029 -2.711037 -0.460 0.897 0.051 -0.007
N -1.057342 -1.639140 -0.543088 -1.872 -1.862 -1.488 -0.016
O -0.695399 -0.744134 -1.360212 -0.502 -1.181 -0.989 -0.084
O 1.624560 0.755852 -2.580701 1.854 -2.289 -0.679 -0.117
O -3.217700 0.419987 1.410020 -0.499 -0.341 -0.378 -0.325
Si -1.773424 0.012086 1.573229 1.681 1.563 1.445 0.646
H -0.673999 2.055836 4.710684 0.216 -0.568 0.301 0.050
H -2.184957 1.093808 4.480000 -0.660 -0.609 0.082 0.038
H 0.342246 1.456533 2.726534 -1.988 -0.687 -0.327 0.077
H 0.487238 2.073240 -1.771779 -0.238 1.254 0.696 0.116
H -0.288802 1.018989 -2.884032 -2.289 -0.220 -1.864 0.097
H 3.641953 -0.770449 -3.678517 -1.552 -0.414 0.578 0.107
H 2.649632 -2.309318 -3.172806 -0.036 -0.888 -0.269 0.055
H 0.204346 -1.303110 0.968801 1.531 0.897 0.447 0.064
H -0.989441 -2.422381 1.341204 -0.633 0.640 -0.509 0.105
```
Forces are in eV/Å.